{
  "formula": "C15H20F3N6O4",
  "method": "wB97M-V/def2-TZVPD",
  "charge": 1,
  "energy_ev": -41156.97052,
  "largest_force_ev_per_a": 2.75,
  "e_lumo_ev": -2.7,
  "homo_lumo_gap_ev": 8.611,
  "spin_multiplicity": 1,
  "species": ["O", "O", "O", "F", "F", "F", "N", "O", "C", "C", "C", "C", "C", "C", "C", "C", "C", "N", "N", "N", "N", "N", "C", "C", "C", "C", "C", "C", "H", "H", "H", "H", "H", "H", "H", "H", "H", "H", "H", "H", "H", "H", "H", "H", "H", "H", "H", "H"],
  "xyz": [[-0.19906, -2.19553, 7.17520], [-1.57893, 4.57496, -3.96396], [0.93663, 0.07243, -3.32452], [1.66096, -1.35121, 2.47451], [2.73312, -3.11774, 1.72703], [0.73133, -2.60794, 0.93654], [0.43527, -4.73450, 2.96356], [-0.07862, -5.19560, 4.21722], [-0.45058, -3.36639, 7.41281], [-2.20077, 3.54027, -4.16513], [0.41097, 0.92975, -4.01825], [0.86518, -3.50636, 3.13782], [0.63978, -3.12902, 4.51574], [1.21199, 0.87858, -0.30411], [0.05684, -4.19008, 5.12995], [0.87905, 1.94082, -1.09810], [2.95910, 2.23908, -0.40599], [-0.35144, -4.34795, 6.44864], [2.51125, 1.07906, 0.12328], [0.48782, 0.81207, -5.34817], [-1.68213, 2.33501, -3.91959], [1.97586, 2.78287, -1.15670], [-0.89574, -3.75000, 8.81215], [-3.60532, 3.58428, -4.71969], [1.50308, -2.64089, 2.05745], [0.03786, 1.75466, -6.37741], [-0.43024, 2.10000, -1.83614], [-0.32733, 2.12989, -3.37666], [0.89242, -2.17890, 4.97157], [0.58543, 0.01612, -0.09921], [3.94848, 2.66338, -0.25253], [-0.65317, -5.27837, 6.71447], [3.03942, 0.43869, 0.71108], [0.96956, -0.01839, -5.66196], [-2.25617, 1.52749, -4.11068], [2.01920, 3.65481, -1.67271], [-1.90618, -4.16497, 8.78427], [-0.21412, -4.49416, 9.23120], [-0.89617, -2.87032, 9.46261], [-3.86037, 4.61723, -4.95752], [-4.30137, 3.20532, -3.97326], [-3.66385, 2.98230, -5.62503], [-1.01276, 1.57580, -6.61449], [0.62442, 1.61313, -7.28770], [0.16489, 2.78883, -6.04830], [-0.90098, 3.02499, -1.49556], [-1.08712, 1.27609, -1.54998], [0.27253, 3.00041, -3.64379]],
  "forces_ev_per_angstrom": [[0.1, -0.9, -0.4], [0.2, -0.4, 0.2], [0.0, 0.1, 0.7], [-0.1, -0.8, -0.3], [-1.0, 0.6, 0.1], [0.8, 0.1, 0.7], [0.0, -0.1, 0.0], [0.5, 1.2, -0.2], [0.1, 2.2, 0.4], [-0.4, 2.2, -0.3], [-0.2, -0.6, 0.6], [-1.0, -0.7, 2.4], [0.6, 1.3, -0.4], [-0.1, 0.6, -0.4], [0.5, 0.6, -0.9], [-0.7, -0.9, -0.1], [-0.1, -0.3, 0.1], [-0.3, -1.5, -0.5], [-0.2, 1.1, -0.8], [-0.2, 0.8, -1.0], [1.1, -1.7, 0.2], [0.2, -1.2, 0.9], [0.0, -0.5, -0.3], [0.2, 0.0, 0.0], [-0.1, -0.9, -0.2], [-0.1, -0.1, 0.2], [0.7, -0.1, 0.0], [-0.4, 0.4, -0.3], [-0.2, -0.3, -0.1], [0.5, 0.1, 0.1], [-0.4, -0.2, 0.0], [0.1, 0.1, -0.1], [-0.1, 0.3, -0.2], [0.0, 0.0, 0.2], [0.1, 0.0, 0.1], [0.2, -0.2, 0.2], [0.1, -0.1, 0.1], [-0.1, -0.1, 0.0], [0.1, -0.1, -0.4], [0.1, -0.2, 0.1], [-0.1, -0.1, -0.1], [-0.2, -0.1, 0.0], [0.0, 0.2, -0.1], [0.0, 0.0, 0.2], [0.0, -0.1, 0.0], [-0.1, 0.0, -0.3], [0.2, 0.0, 0.1], [-0.2, 0.3, -0.2]],
  "mulliken_charge": [-0.5730, -0.6317, -0.6668, -0.2913, -0.2422, -0.2483, -0.4751, -0.2156, 0.7415, 0.7375, 0.2692, -0.3022, 0.3400, -0.2276, -0.0450, -0.0584, -0.2919, -0.1029, 0.0855, -0.1603, -0.0973, 0.0331, -1.1979, -1.1963, 0.9151, -0.7743, -0.8705, -0.1188, 0.4734, 0.4589, 0.4127, 0.2419, 0.2260, 0.2926, 0.2956, 0.2670, 0.3334, 0.3351, 0.3104, 0.3337, 0.3276, 0.3390, 0.2515, 0.3425, 0.2808, 0.4163, 0.3429, 0.3845]
}

---

{
  "formula": "C8H9BrI2LuO4RhS",
  "method": "wB97M-V/def2-TZVPD",
  "charge": 4,
  "energy_ev": -150290.68476,
  "largest_force_ev_per_a": 8.63,
  "e_lumo_ev": [-15.0, -19.0],
  "homo_lumo_gap_ev": [8.729, 4.394],
  "spin_multiplicity": 5,
  "species": ["I", "I", "Lu", "Rh", "S", "C", "C", "C", "C", "C", "C", "C", "C", "O", "O", "O", "O", "H", "H", "H", "H", "H", "H", "H", "H", "H", "Br"],
  "xyz": [[-1.10136, 1.20494, -4.25356], [0.23603, -1.39615, -3.84433], [0.32947, -1.37337, -0.88072], [-0.84165, 1.37695, -0.26232], [1.06281, 0.87661, -1.56155], [-0.07624, 2.85718, 0.46968], [-2.29316, 1.78211, 0.90753], [2.89319, 1.59272, -1.12608], [3.83121, 0.63330, -1.85477], [3.12509, 1.58087, 0.36824], [2.83507, 2.99331, -1.73588], [0.01191, -3.37875, 0.99982], [2.48563, -1.85313, 0.38984], [-3.13453, 1.98436, 1.68733], [0.43948, 3.74435, 1.03978], [-0.10997, -4.33817, 1.62552], [3.51679, -2.16069, 0.81815], [4.85920, 1.01892, -1.80474], [3.56199, 0.49802, -2.91525], [3.84578, -0.34384, -1.35017], [4.11616, 2.01758, 0.57633], [3.13366, 0.55398, 0.75594], [2.38009, 2.16763, 0.91571], [3.80784, 3.49072, -1.67242], [2.13792, 3.64622, -1.19077], [2.56200, 2.97754, -2.80513], [-2.27768, -0.58235, -0.74250]],
  "forces_ev_per_angstrom": [[-0.5, 0.8, 0.0], [0.4, -0.9, -0.5], [-1.3, -2.0, 0.9], [-0.3, -1.0, -2.0], [0.0, 0.7, 1.0], [4.2, 6.5, 3.7], [-5.5, 1.3, 5.3], [2.2, 1.4, -0.8], [-0.6, -0.4, -0.2], [-1.2, -0.5, 0.3], [-0.5, 0.1, -0.2], [-0.7, -4.1, 2.3], [5.4, -1.6, 2.0], [4.3, -1.0, -4.1], [-2.9, -4.4, -3.0], [0.5, 4.2, -2.6], [-5.0, 1.4, -1.9], [-0.2, 0.1, 0.0], [0.3, 0.1, 0.3], [0.1, 0.2, -0.2], [-0.1, 0.0, -0.3], [0.1, 0.3, 0.1], [0.4, -0.1, 0.0], [0.1, -0.3, 0.1], [0.1, -0.2, -0.2], [0.2, 0.0, 0.4], [0.6, -0.9, -0.4]],
  "lowdin_spin": [1.7681, 0.9696, 0.0420, 0.4601, 0.5513, 0.0016, 0.0089, 0.0511, 0.0050, 0.0410, 0.0033, -0.0001, 0.0026, 0.0195, -0.0062, 0.0001, 0.0003, 0.0019, 0.0009, 0.0001, 0.0151, 0.0010, 0.0013, 0.0003, 0.0002, 0.0012, 0.0599]
}

---

{
  "formula": "C5H17N3O",
  "method": "wB97M-V/def2-TZVPD",
  "energy_ev": -11973.35990,
  "largest_force_ev_per_a": 1.53,
  "e_lumo_ev": [-0.3, -0.3],
  "homo_lumo_gap_ev": [7.750, 7.749],
  "spin_multiplicity": 1,
  "species": ["C", "C", "C", "N", "O", "H", "H", "H", "H", "H", "H", "H", "H", "H", "C", "C", "N", "N", "H", "H", "H", "H", "H", "H", "H", "H"],
  "xyz": [[-0.86534, 0.57830, -0.70898], [-1.92740, 1.66711, 1.16707], [-0.76380, 2.97807, -0.48281], [-0.82380, 1.71001, 0.22058], [-0.76700, -0.63997, -0.06426], [0.41629, -0.68618, 0.43126], [-1.81132, 0.58787, -1.29225], [-0.04628, 0.74417, -1.43047], [-2.90631, 1.84161, 0.68277], [-1.95045, 0.68903, 1.64405], [-1.78433, 2.43050, 1.93450], [-0.66338, 3.79238, 0.23717], [0.10871, 3.00019, -1.13971], [-1.66164, 3.17801, -1.09674], [1.69162, -2.16467, -1.32855], [1.64569, -0.64356, 1.08611], [1.43137, -2.57834, 0.04710], [0.22029, -3.01437, 0.20196], [-0.54104, -2.45558, -0.21881], [0.03462, -3.38648, 1.12575], [2.64638, -1.64904, -1.35644], [1.77446, -3.08070, -1.92192], [0.90143, -1.52685, -1.73089], [2.69963, -0.79980, 0.87134], [1.49851, 0.44272, 1.03231], [1.44310, -1.01445, 2.08986]],
  "forces_ev_per_angstrom": [[0.0, 0.2, 0.0], [0.0, 0.0, -0.1], [0.0, -0.1, 0.0], [0.0, -0.1, 0.0], [1.2, -0.1, 0.5], [-1.3, -0.2, -0.8], [0.0, 0.0, 0.1], [0.0, 0.0, 0.1], [0.1, 0.0, 0.0], [0.0, 0.0, 0.0], [0.0, 0.0, 0.0], [0.0, 0.0, 0.0], [0.0, 0.0, 0.0], [0.0, 0.0, 0.0], [0.0, 0.1, 0.0], [0.6, -0.4, 0.1], [-0.3, 0.6, 0.3], [0.0, 0.1, 0.0], [0.2, -0.1, 0.0], [0.1, 0.1, -0.1], [0.0, 0.0, 0.0], [-0.1, 0.0, 0.1], [0.0, -0.1, 0.0], [0.0, -0.1, -0.1], [-0.3, 0.0, 0.0], [-0.1, 0.1, 0.0]],
  "mulliken_charge": [-0.8451, -1.0240, -0.9946, 0.0991, -0.6702, 0.1133, 0.4283, 0.4032, 0.3396, 0.2733, 0.3453, 0.3337, 0.2834, 0.3367, -0.4821, -0.9554, -0.1606, -0.3275, 0.3958, 0.2642, 0.2563, 0.3003, 0.2117, 0.4185, 0.4212, 0.2354]
}

---

{
  "formula": "C24H48O6",
  "method": "wB97M-V/def2-TZVPD",
  "energy_ev": -37945.46984,
  "largest_force_ev_per_a": 4.27,
  "e_lumo_ev": 0.7,
  "homo_lumo_gap_ev": 10.077,
  "smiles": "C1CCOC1.C1CCOC1.C1CCOC1.C1CCOC1.C1CCOC1.C1CCOC1",
  "spin_multiplicity": 1,
  "species": ["C", "C", "C", "O", "C", "H", "H", "H", "H", "H", "H", "H", "H", "C", "C", "C", "O", "C", "H", "H", "H", "H", "H", "H", "H", "H", "C", "C", "C", "O", "C", "H", "H", "H", "H", "H", "H", "H", "H", "C", "C", "C", "O", "C", "H", "H", "H", "H", "H", "H", "H", "H", "C", "C", "C", "O", "C", "H", "H", "H", "H", "H", "H", "H", "H", "C", "C", "C", "O", "C", "H", "H", "H", "H", "H", "H", "H", "H"],
  "xyz": [[5.50877, 1.00749, -3.04746], [6.69943, 0.35328, -2.37785], [6.54019, 1.05006, -0.94068], [5.16416, 0.63362, -0.77056], [4.47687, 0.95396, -1.92664], [5.24824, 0.46628, -3.95703], [5.69695, 2.03588, -3.35584], [7.60888, 0.65645, -2.89660], [6.71097, -0.73474, -2.31325], [6.89441, 2.07442, -0.82532], [7.22044, 0.45963, -0.32687], [4.02665, 1.93180, -1.75568], [3.67814, 0.23961, -2.12622], [-4.52990, -3.63157, -1.38209], [-3.89587, -3.02148, -0.18539], [-3.14869, -4.21138, 0.32982], [-2.55797, -4.73308, -0.83173], [-3.33174, -4.32426, -1.96962], [-5.08686, -2.88573, -1.94920], [-5.24058, -4.43736, -1.19841], [-4.57836, -2.53283, 0.50996], [-3.07474, -2.38622, -0.51749], [-3.79996, -4.91438, 0.84918], [-2.33804, -3.83858, 0.95590], [-3.77753, -5.16551, -2.50034], [-2.70136, -3.61881, -2.51097], [0.33965, -4.21089, 2.29876], [0.43747, -4.57374, 0.90791], [0.44515, -3.19403, 0.15907], [0.43269, -2.15982, 1.16744], [0.83564, -2.78578, 2.37335], [0.97655, -4.92128, 2.82583], [-0.66913, -4.16638, 2.70925], [-0.34059, -5.24577, 0.54584], [1.41238, -4.92415, 0.56901], [-0.29729, -3.06905, -0.62914], [1.41155, -3.01742, -0.31313], [0.56673, -2.28227, 3.30193], [1.92553, -2.76995, 2.37266], [0.65230, 0.41068, -1.37050], [-0.22836, 1.02869, -0.27101], [-1.64167, 0.47415, -0.52215], [-1.44354, -0.20443, -1.80646], [-0.29947, 0.28498, -2.56317], [0.98564, -0.58519, -1.07855], [1.44845, 1.06653, -1.72279], [-0.08834, 2.10885, -0.31285], [0.11250, 0.78033, 0.73409], [-2.35563, 1.28792, -0.64917], [-1.92460, -0.28982, 0.20200], [-0.62194, 1.22427, -3.01245], [0.15189, -0.34466, -3.32994], [-4.37677, 0.31015, 1.97041], [-5.57444, 0.44365, 2.86079], [-4.95410, 0.52302, 4.23320], [-3.82951, -0.25038, 4.11945], [-3.48918, -0.65642, 2.76206], [-3.84412, 1.25658, 1.87729], [-4.64433, -0.11917, 1.00491], [-6.13019, -0.47107, 2.65456], [-6.25195, 1.29572, 2.80559], [-5.65413, 0.06383, 4.93121], [-4.64579, 1.53341, 4.50183], [-3.91108, -1.63989, 2.55498], [-2.43815, -0.64506, 2.47341], [2.96711, 5.23599, -0.74764], [1.50337, 5.38558, -0.57591], [1.26467, 6.81656, -0.16850], [2.51190, 7.16174, 0.41104], [3.57432, 6.18568, 0.24759], [3.28318, 5.37554, -1.78143], [3.13162, 4.16279, -0.65133], [1.10303, 4.77195, 0.23111], [0.96182, 5.19487, -1.50244], [0.38225, 7.05040, 0.42712], [1.17291, 7.42525, -1.06804], [3.82709, 5.63664, 1.15466], [4.42407, 6.60442, -0.29155]],
  "forces_ev_per_angstrom": [[-0.2, -0.9, -0.8], [1.3, 2.7, 0.5], [0.6, -3.8, -1.8], [1.3, 0.6, 2.2], [-0.8, 0.8, -0.9], [-0.4, 0.0, 0.0], [0.3, 0.0, 0.2], [0.2, 0.0, 0.0], [-0.4, 0.2, 0.2], [-1.0, 0.4, -0.4], [-0.6, 0.0, 0.8], [-0.4, 0.2, -0.4], [0.1, -0.2, 0.3], [-0.9, 0.5, -0.5], [-0.3, 0.0, 0.8], [0.5, 0.8, 0.9], [0.0, -1.0, -0.6], [-0.4, 0.3, -0.2], [0.4, -0.1, -0.6], [-0.3, 0.2, 0.7], [0.2, 0.0, 0.1], [-0.4, 0.8, -0.1], [0.1, -0.3, 0.1], [0.0, -0.5, 0.4], [1.1, -0.2, -0.5], [-0.1, -0.4, -0.7], [0.2, 0.2, 2.4], [0.0, 0.8, -3.8], [0.6, 0.4, 0.1], [-1.6, -0.1, 0.2], [1.5, -0.2, 0.0], [-0.3, 0.3, 0.8], [-0.1, -0.6, -0.2], [0.1, 0.1, -0.1], [0.0, -0.8, 0.7], [-0.4, 0.3, 0.5], [0.2, -0.5, -0.4], [-0.6, 0.4, -0.4], [0.4, -0.1, 0.1], [-0.1, 0.9, -0.8], [0.9, 0.1, 0.7], [2.0, 0.2, -2.0], [-1.5, -1.2, -1.1], [-0.7, 0.3, 2.8], [0.2, 0.1, -0.2], [0.5, -0.1, 0.7], [-0.7, 0.2, -0.2], [0.1, -0.3, 0.0], [-0.3, -0.2, 0.2], [-0.2, 0.2, -0.1], [0.4, 0.3, -0.1], [-0.9, -0.6, 0.1], [0.8, 0.5, -0.8], [-0.7, 0.5, 0.0], [-0.9, -0.6, -0.8], [3.4, -2.1, 0.4], [-2.4, 0.9, 0.1], [0.0, 0.1, -0.4], [0.2, 0.4, -0.2], [-0.4, -0.1, 0.7], [0.1, 0.1, -0.9], [0.2, 0.3, 0.6], [-0.4, 0.2, 0.2], [0.3, -0.5, 0.4], [0.1, 0.3, 0.7], [0.1, -1.9, -1.0], [-2.4, 0.1, -0.1], [1.4, 0.1, -1.4], [1.2, 1.0, 1.7], [-1.3, -0.3, -1.3], [-0.1, 0.7, 0.0], [0.7, -0.1, 0.6], [0.1, -0.5, -0.1], [-0.1, -0.4, 0.1], [0.4, -0.3, 0.6], [-0.2, 0.2, -0.2], [0.1, 0.6, 0.3], [0.2, 0.6, 0.9]],
  "mulliken_charge": [-0.5727, -0.6126, -0.4809, -0.4041, 0.3911, 0.3220, 0.2636, 0.3479, 0.2841, 0.2834, 0.2973, -0.2316, 0.1285, -0.9706, 0.0679, 0.1051, -0.4159, -0.4980, 0.3968, 0.3372, 0.1977, -0.0557, 0.3962, -0.3042, 0.3802, 0.2649, -0.3481, -0.6566, -0.5017, -0.2712, -0.7014, 0.3512, 0.1616, 0.1725, 0.3396, 0.2738, 0.4941, 0.4164, 0.2880, 0.4333, -0.5890, 0.7629, -0.4713, -0.7152, -0.1095, 0.0162, 0.1490, 0.3174, 0.2889, -0.7130, 0.3254, 0.3616, -0.3598, -0.7617, -0.4866, -0.4715, 0.0911, 0.3140, 0.3382, 0.2640, 0.3659, 0.2961, 0.3123, 0.0087, 0.1277, -0.3101, -0.4246, -0.4796, -0.4385, -0.3438, 0.2964, 0.0647, 0.1414, 0.3628, 0.3042, 0.2430, 0.2948, 0.2588]
}

---

{
  "formula": "C10H8O",
  "method": "wB97M-V/def2-TZVPD",
  "energy_ev": -12545.21391,
  "largest_force_ev_per_a": 7.27,
  "e_lumo_ev": 1.0,
  "homo_lumo_gap_ev": 9.187,
  "smiles": "c1ccc(-c2ccco2)cc1",
  "spin_multiplicity": 1,
  "species": ["C", "C", "C", "C", "C", "C", "C", "C", "O", "C", "C", "H", "H", "H", "H", "H", "H", "H", "H"],
  "xyz": [[3.07609, -0.18254, 0.01309], [2.48975, 1.04798, 0.02200], [1.09174, 1.14401, -0.03049], [0.37388, -0.03807, -0.02256], [-1.17675, 0.12391, -0.03554], [-2.06789, 1.15411, 0.02182], [-3.34265, 0.49189, -0.00229], [-3.13852, -0.87973, -0.01086], [-1.81338, -1.15112, -0.01095], [0.97878, -1.19224, -0.03809], [2.31195, -1.35260, 0.02035], [4.24243, -0.22949, -0.03929], [3.02469, 1.99630, 0.04516], [0.71496, 2.05602, -0.00560], [-1.67568, 2.19006, -0.08719], [-4.29481, 0.94825, 0.03728], [-3.94172, -1.77942, 0.13214], [0.40063, -2.05680, 0.05314], [2.74651, -2.29051, -0.06212]],
  "forces_ev_per_angstrom": [[3.5, -1.1, -0.1], [-1.4, 1.2, -0.2], [3.2, -3.8, 0.3], [-4.8, 5.4, -0.4], [2.0, -2.5, 0.5], [1.4, -0.9, -0.8], [0.2, -1.3, 0.2], [-2.1, -0.2, 0.7], [0.1, 2.0, -0.1], [0.2, -3.7, 0.7], [1.6, 2.6, -0.6], [-2.3, -0.1, 0.3], [0.3, -0.4, 0.0], [-2.1, 3.9, 0.0], [-1.1, -0.9, 0.3], [-0.7, 0.4, 0.0], [2.5, 2.5, -0.6], [-1.0, -1.3, -0.2], [0.8, -1.6, 0.1]],
  "mulliken_charge": [-0.2047, -0.5520, -0.7230, 0.7359, 0.2106, -0.4365, -0.4577, -0.4094, -0.2943, -0.0850, -0.7930, 0.2292, 0.3583, 0.4368, 0.3208, 0.4342, 0.2714, 0.5002, 0.4582]
}

---

Question: What is the formula in the fourth record?
Answer: C24H48O6

---

Question: Which formula does entry 2 have?
Answer: C8H9BrI2LuO4RhS